Density functional theory data (ωB97M-V with the def2-TZVPD basis set) for C7H9ClOS in the gas phase in a non-equilibrium geometry.

Last column: natural (NBO) charge in e.
CARTESIAN COORDINATES (ANGSTROEM)
C (2.691, -0.115, 1.368)  -0.28
C (1.654, -0.782, 0.770)  -0.22
C (2.598, 1.211, 1.125)  -0.37
C (0.800, -0.137, 0.006)  -0.21
C (-2.409, 0.235, 0.258)  -0.63
C (-1.506, 0.494, -0.955)  -0.47
C (-0.263, -0.447, -0.921)  0.32
O (-0.657, -1.752, -0.694)  -0.69
S (1.232, 1.622, 0.121)  0.37
Cl (0.585, -0.328, -2.632)  -0.16
H (3.569, -0.466, 1.973)  0.24
H (1.574, -1.900, 0.804)  0.23
H (3.358, 1.941, 1.457)  0.24
H (-2.164, 0.535, 1.261)  0.22
H (-3.467, 0.732, 0.126)  0.21
H (-2.763, -0.815, 0.276)  0.22
H (-2.204, 0.359, -1.810)  0.23
H (-1.238, 1.586, -1.168)  0.24
H (-1.389, -1.972, -1.364)  0.48

**Total charge**: 0
**E_HOMO**: -8.91 eV
**Energy relative to the best compared isomer or geometry (same formula, charge and spin)**: 8.95 kcal/mol
**DFT total energy**: -1205.7096 Eh
**SMILES string**: CC[C@@](O)(Cl)c1cccs1
**HOMO-LUMO gap**: 9.54 eV

Density functional theory data (ωB97M-V with the def2-TZVPD basis set) for C7H9ClS in the gas phase in a non-equilibrium geometry.

Last column: natural (NBO) charge in e.
CARTESIAN COORDINATES (ANGSTROEM)
C (-1.056, 0.749, -0.206)  -0.42
C (1.133, 0.316, -1.366)  -0.42
C (-1.242, -0.532, 0.548)  -0.20
C (0.515, 1.053, -0.251)  -0.22
C (1.208, -1.016, -1.312)  -0.04
C (1.219, 0.904, 1.108)  -0.63
C (-1.699, -1.654, -0.044)  -0.19
S (1.270, -2.565, -1.160)  0.17
Cl (-1.989, -3.118, 0.834)  -0.03
H (-1.469, 1.585, 0.395)  0.21
H (-1.551, 0.824, -1.161)  0.22
H (1.646, 0.981, -2.050)  0.26
H (-1.185, -0.568, 1.603)  0.21
H (0.367, 2.080, -0.435)  0.22
H (0.884, 1.646, 1.822)  0.21
H (1.291, 0.044, 1.744)  0.23
H (2.273, 1.137, 0.953)  0.22
H (-1.616, -1.866, -1.022)  0.20

**Total charge**: 0
**E_HOMO**: -8.26 eV
**Energy relative to the best compared isomer or geometry (same formula, charge and spin)**: 49.16 kcal/mol
**DFT total energy**: -1130.3999 Eh
**SMILES string**: C[C@@H](C=C=S)C/C=C/Cl
**HOMO-LUMO gap**: 8.07 eV

Density functional theory data (ωB97M-V with the def2-TZVPD basis set) for C7H9F in the gas phase in a non-equilibrium geometry.

Last column: natural (NBO) charge in e.
CARTESIAN COORDINATES (ANGSTROEM)
C (1.064, -0.642, 0.698)  -0.64
C (-0.318, -0.347, 0.002)  -0.14
C (-1.539, -0.985, 0.422)  -0.23
C (-1.750, -1.451, 1.700)  -0.41
C (-0.413, 0.565, -1.078)  0.40
C (0.708, 1.236, -1.760)  -0.27
C (1.521, 1.987, -0.992)  -0.39
H (1.966, -0.141, 0.219)  0.25
H (1.057, -0.272, 1.808)  0.22
H (1.065, -1.734, 0.838)  0.23
H (-2.352, -1.458, -0.463)  0.23
H (-2.643, -2.107, 1.781)  0.20
H (-1.137, -1.405, 2.785)  0.22
H (0.899, 1.125, -2.846)  0.22
H (2.307, 2.639, -1.489)  0.22
H (1.105, 2.115, 0.088)  0.22
F (-1.540, 0.875, -1.713)  -0.32

**Total charge**: 0
**E_HOMO**: -8.30 eV
**Energy relative to the best compared isomer or geometry (same formula, charge and spin)**: 67.24 kcal/mol
**DFT total energy**: -371.8486 Eh
**SMILES string**: C=C/C(C)=C(\F)C=C
**HOMO-LUMO gap**: 8.97 eV

- Which value of HOMO-LUMO gap does entry 2 give?
  8.07 eV